Density functional theory data (wB97M-V/def2-TZVPD) for C62H149N9O21 as an isolated structure in a non-equilibrium geometry.

Structure (XYZ):
```
241
Properties=species:S:1:pos:R:3:forces:R:3
C 2.779 -3.858 2.815 -0.356 -1.401 -0.699
C 1.921 -2.629 3.008 1.289 0.953 -1.190
C 1.892 -2.046 4.402 -1.439 -1.057 1.081
C 1.049 -0.737 4.456 0.590 -0.575 1.001
N 0.202 -0.675 5.692 -0.544 -1.689 0.766
C -0.496 0.616 5.865 1.314 2.103 -2.301
C -1.672 0.401 6.738 -0.545 -0.368 0.575
C -2.059 -1.078 6.583 0.371 -0.289 -1.708
C -1.016 -1.667 5.587 0.121 1.220 -0.369
C 1.058 -0.968 6.964 -1.380 0.292 0.529
C 2.153 0.053 7.305 -0.809 -1.268 0.574
C 3.267 -0.652 8.079 0.065 -0.317 -0.298
H 2.573 -4.403 1.857 0.009 0.793 0.537
H 2.559 -4.618 3.567 0.232 0.041 0.316
H 3.846 -3.654 2.777 0.086 0.136 0.339
H 0.931 -2.793 2.599 -0.440 -0.039 0.278
H 2.380 -1.862 2.354 -0.411 -0.083 0.064
H 2.863 -1.764 4.774 0.685 -0.338 -0.020
H 1.512 -2.902 5.104 0.449 1.660 -1.058
H 0.439 -0.645 3.573 -0.564 0.173 -0.094
H 1.689 0.147 4.513 -0.098 -0.304 -0.289
H 0.265 1.347 6.241 -0.767 -0.510 -0.236
H -0.799 0.973 4.821 0.424 -0.665 1.393
H -1.432 0.680 7.757 -0.173 -0.163 0.319
H -2.500 1.002 6.412 -0.252 0.501 -0.066
H -2.061 -1.590 7.505 -0.181 -0.617 1.051
H -3.020 -1.181 6.052 0.234 0.034 0.603
H -0.660 -2.703 5.703 -0.279 0.522 0.133
H -1.474 -1.494 4.571 0.896 -0.296 0.801
H 1.436 -1.978 6.874 0.151 0.021 -0.217
H 0.374 -0.984 7.841 0.027 -0.111 -0.792
H 1.723 0.860 7.920 0.311 -0.034 -0.569
H 2.594 0.377 6.394 0.308 0.896 -0.741
H 3.544 -1.587 7.565 0.298 0.488 -0.205
H 2.998 -1.027 9.069 -0.071 0.629 0.134
H 4.096 0.065 8.088 0.106 -0.582 0.467
C -8.395 2.340 3.849 -0.600 -0.651 0.150
C -7.894 0.959 4.267 0.656 0.149 -0.115
C -7.516 0.016 3.147 0.656 0.500 -0.337
C -8.723 -0.573 2.553 -1.292 -1.238 0.268
N -8.462 -1.736 1.618 -0.704 -1.205 0.893
C -9.771 -2.142 1.006 -0.904 -1.317 0.684
C -10.319 -3.306 1.898 0.321 0.431 -0.380
C -9.067 -4.123 2.217 0.372 1.705 -1.630
C -8.024 -3.011 2.416 0.776 0.320 1.319
C -7.533 -1.365 0.517 0.269 1.634 -0.281
C -7.213 -2.472 -0.474 -0.379 -1.176 1.397
C -5.877 -2.282 -1.104 1.181 -1.281 0.205
H -9.045 2.327 2.966 -0.161 -0.069 0.283
H -7.534 2.933 3.568 0.042 0.471 0.240
H -8.954 2.718 4.727 0.403 0.435 -0.741
H -8.577 0.446 4.906 -0.801 -0.232 0.585
H -7.027 1.152 4.877 0.466 -0.154 0.293
H -6.945 -0.852 3.453 0.674 0.236 0.490
H -6.931 0.570 2.411 0.176 -0.188 -0.066
H -9.359 0.086 2.009 -0.253 0.812 -0.551
H -9.365 -0.973 3.365 0.310 0.005 -0.462
H -9.524 -2.591 0.067 0.016 -0.161 -0.600
H -10.451 -1.302 0.804 0.398 -0.187 0.440
H -11.023 -3.917 1.334 -0.273 0.294 0.237
H -10.728 -2.940 2.828 -0.553 0.182 0.099
H -8.833 -4.664 1.300 0.231 -0.339 0.184
H -9.142 -4.791 3.046 -0.075 -0.334 0.548
H -7.020 -3.261 2.113 0.226 -0.101 -0.478
H -7.859 -2.779 3.506 -0.714 0.249 -1.089
H -6.560 -1.083 0.962 -0.721 0.210 0.009
H -8.069 -0.449 0.057 1.151 -1.344 0.382
H -7.964 -2.578 -1.215 -0.770 -0.043 -0.818
H -7.172 -3.478 0.033 -0.223 0.996 -0.145
H -5.591 -3.277 -1.525 -0.013 0.941 -0.095
H -5.128 -2.053 -0.320 -0.260 0.154 -0.558
H -5.917 -1.540 -1.877 0.309 0.415 -0.384
C -3.646 0.271 -3.046 0.789 0.454 0.004
C -4.520 0.444 -4.277 -0.693 -0.568 0.022
C -3.715 0.096 -5.535 0.086 0.360 -0.329
C -2.468 1.004 -5.683 -1.664 -0.651 -1.721
N -1.685 0.678 -6.995 0.870 1.510 0.654
C -2.454 1.076 -8.233 -0.424 0.055 0.039
C -2.573 2.596 -8.146 0.020 -0.291 0.678
C -1.241 3.049 -7.549 -0.559 -2.127 1.303
C -0.574 1.772 -7.020 0.564 -1.296 -1.678
C -1.057 -0.729 -7.108 -2.191 0.236 1.015
C -0.136 -0.925 -5.926 -1.252 -0.745 0.606
C 0.541 -2.285 -5.790 -2.514 -1.091 -0.346
H -3.081 1.180 -2.775 0.214 -0.520 -0.473
H -2.959 -0.587 -3.227 -0.259 0.646 0.322
H -4.206 0.070 -2.159 -0.583 -0.348 0.573
H -5.070 1.404 -4.374 0.865 -0.099 0.115
H -5.377 -0.246 -4.178 0.419 -0.124 -0.300
H -4.391 0.182 -6.379 -0.011 0.256 -0.401
H -3.403 -0.965 -5.560 -0.074 0.387 0.476
H -1.816 0.883 -4.858 0.865 -0.005 0.620
H -2.748 2.079 -5.751 0.191 -0.851 0.060
H -1.815 0.867 -9.108 -0.304 -0.377 0.454
H -3.423 0.546 -8.300 0.674 0.146 0.017
H -2.613 2.998 -9.134 -0.803 0.328 -0.579
H -3.392 2.922 -7.480 0.136 -0.129 -0.854
H -0.639 3.517 -8.258 1.064 0.915 -0.936
H -1.418 3.640 -6.697 -0.055 1.307 0.739
H 0.139 1.351 -7.756 -0.241 0.384 0.112
H -0.003 1.836 -6.106 -0.471 0.141 0.585
H -0.596 -0.744 -8.075 0.379 -0.104 -0.544
H -1.942 -1.429 -7.098 1.058 0.520 -0.114
H -0.790 -0.784 -5.035 0.896 0.221 -0.344
H 0.616 -0.166 -6.001 0.466 0.445 0.425
H 1.181 -2.239 -4.927 0.671 -0.283 -0.003
H 0.961 -2.552 -6.744 1.029 -0.149 -0.085
H -0.219 -3.139 -5.619 0.959 1.423 -0.005
C 5.763 -11.065 0.971 0.922 -0.036 0.227
C 6.145 -11.728 -0.306 -2.325 -1.432 0.943
C 6.410 -10.885 -1.438 1.981 0.906 -1.633
O 6.760 -11.774 -2.509 0.315 2.067 -0.087
C 7.125 -10.904 -3.620 -0.954 -1.041 -0.315
N 7.285 -12.646 -0.147 1.317 -1.969 0.780
H 8.160 -12.132 -0.053 0.114 0.380 0.765
H 7.214 -13.376 0.636 0.007 1.387 -1.306
H 7.507 -13.120 -1.032 -0.737 -0.252 -0.139
H 4.829 -10.596 0.819 -1.251 0.241 0.062
H 6.412 -10.268 1.301 0.617 0.028 0.163
H 5.704 -11.863 1.692 -0.332 0.137 0.765
H 5.238 -12.347 -0.553 1.092 0.087 -0.048
H 7.269 -10.185 -1.316 -0.163 -0.409 0.468
H 5.598 -10.199 -1.608 -0.806 -0.101 -0.537
H 6.211 -10.359 -3.859 0.261 0.229 -0.342
H 7.400 -11.558 -4.415 -0.120 -0.477 -0.706
H 7.977 -10.242 -3.516 0.112 0.170 0.944
C 9.720 8.938 -2.301 1.431 -0.542 0.252
C 9.290 9.795 -1.149 -0.448 1.087 -0.007
C 8.696 8.986 -0.005 0.786 -0.567 -0.999
O 7.573 8.324 -0.503 1.900 0.340 -1.584
C 6.943 7.558 0.453 -1.264 1.489 0.634
N 10.421 10.660 -0.549 0.616 0.817 -1.015
H 10.886 11.293 -1.252 -0.373 -1.162 0.407
H 10.016 11.341 0.074 -0.402 0.188 0.686
H 11.161 10.175 -0.015 -0.371 -0.128 -0.441
H 10.278 9.418 -3.127 -0.551 0.126 0.492
H 8.833 8.454 -2.668 -0.269 -0.138 -0.307
H 10.380 8.151 -1.902 -0.149 0.029 -0.253
H 8.551 10.515 -1.498 0.055 0.263 0.074
H 8.434 9.533 0.866 -0.351 1.149 0.854
H 9.550 8.367 0.307 -0.343 -0.862 0.144
H 6.547 8.290 1.128 0.076 0.209 1.599
H 7.552 6.825 0.926 0.358 -0.817 0.237
H 6.019 7.266 0.033 -0.622 -1.403 -0.772
C 1.234 3.926 0.235 0.210 -0.919 -0.835
C 1.576 4.588 1.522 -0.073 -0.194 1.079
C 0.977 5.945 1.767 -1.840 0.333 0.039
O 1.470 6.441 3.005 0.026 0.611 -0.742
C 0.976 7.760 3.365 -0.755 -1.973 0.535
N 1.173 3.720 2.671 1.212 0.808 0.256
H 1.476 4.159 3.552 -0.302 -0.230 -0.295
H 0.197 3.564 2.657 -1.993 -0.028 0.096
H 1.561 2.788 2.632 0.906 -1.122 0.185
H 1.739 2.929 0.080 -0.425 1.012 0.392
H 1.538 4.586 -0.571 0.012 0.006 -0.258
H 0.164 3.768 0.160 -0.272 -0.063 -0.050
H 2.627 4.731 1.627 1.010 -0.136 0.029
H -0.177 5.857 1.819 1.540 0.232 -0.221
H 1.253 6.571 0.907 -0.144 0.180 0.240
H 1.129 7.787 4.428 0.342 0.489 0.369
H -0.093 7.776 3.226 -0.601 -0.024 -0.162
H 1.364 8.604 2.846 0.930 0.364 -0.574
C -5.865 4.689 -0.679 -2.169 -0.083 0.434
C -4.950 3.788 0.090 0.124 -1.036 0.617
C -3.843 3.234 -0.799 -1.207 0.689 -1.464
O -3.031 4.338 -1.191 -1.777 -0.053 1.365
C -1.982 3.885 -1.923 0.481 -2.319 -0.655
N -4.272 4.529 1.194 -1.004 1.436 -0.032
H -2.648 3.794 1.877 -1.653 0.966 -0.584
H -4.132 5.509 0.846 0.289 -1.210 0.223
H -5.030 4.696 1.868 0.521 -0.232 0.143
H -6.874 4.714 -0.204 0.674 0.213 -0.147
H -6.072 4.434 -1.704 0.211 -0.552 -0.470
H -5.495 5.686 -0.709 0.379 0.897 0.024
H -5.536 2.957 0.632 1.005 0.889 -1.154
H -4.201 2.770 -1.785 -0.002 0.281 1.443
H -3.305 2.513 -0.228 0.904 -0.692 0.317
H -1.533 3.012 -1.421 0.458 0.244 0.126
H -1.299 4.684 -1.975 1.050 0.746 -0.713
H -2.289 3.408 -2.886 0.187 0.864 0.052
C 5.147 1.079 -3.962 -0.107 0.336 -0.622
C 5.114 -0.378 -3.506 0.439 0.676 -0.561
C 5.594 -0.418 -2.037 0.217 0.926 -1.715
O 5.626 -1.705 -1.602 0.079 -1.738 1.221
C 5.915 -1.788 -0.212 0.715 1.376 0.245
N 3.809 -0.956 -3.680 -0.718 -2.328 -0.786
H 3.021 -0.336 -3.583 -0.040 0.636 0.696
H 3.594 -1.442 -4.573 1.047 0.480 0.603
H 3.968 -2.595 -2.890 0.030 -0.091 -0.287
H 6.173 1.399 -4.000 0.582 0.214 -0.544
H 4.720 1.795 -3.269 -0.581 -0.147 0.490
H 4.633 1.240 -4.939 0.620 -0.280 0.542
H 5.857 -0.925 -4.149 -0.660 0.234 0.770
H 5.035 0.264 -1.396 -0.608 -0.039 0.137
H 6.595 -0.009 -2.074 0.675 0.307 0.165
H 6.847 -1.228 0.054 -0.277 -0.473 -0.478
H 6.010 -2.792 0.157 -0.094 -0.542 -0.377
H 5.159 -1.269 0.365 -0.549 -0.015 0.139
C -0.495 0.292 -0.284 0.541 2.250 -0.078
C 0.044 -1.109 -0.230 0.831 0.239 -0.651
C -0.619 -1.991 -1.283 -0.100 -0.513 1.774
O -0.161 -3.292 -1.270 1.130 -2.057 -0.897
C -0.227 -4.072 -0.103 -1.264 0.035 0.050
N 1.570 -1.134 -0.597 -0.259 0.538 1.178
H 2.038 -2.031 -0.786 -0.461 -0.382 0.427
H 1.599 -0.638 -1.474 0.113 0.837 -1.229
H 2.205 -0.573 0.035 -1.142 -0.302 0.141
H -0.256 0.926 -1.180 0.429 -0.852 0.713
H -0.175 0.794 0.659 -0.230 0.004 -0.860
H -1.577 0.349 -0.321 -0.396 -0.650 0.347
H -0.129 -1.347 0.825 0.469 -0.971 -0.342
H -0.337 -1.663 -2.266 -0.389 0.719 -0.523
H -1.691 -2.046 -1.084 -0.314 0.682 -0.257
H -0.032 -5.129 -0.297 -0.113 0.234 -0.533
H -1.207 -3.987 0.401 0.071 -0.008 -0.220
H 0.504 -3.769 0.591 1.091 0.518 1.057
O 3.485 -5.440 -1.912 0.025 -0.922 0.681
C 3.633 -4.141 -1.816 -0.871 2.489 0.469
O 3.371 -3.489 -0.807 0.251 -1.130 -0.756
O 3.975 -3.602 -2.975 0.002 0.013 0.324
H 3.652 -5.658 -2.828 0.118 -0.326 -0.482
O -3.433 1.800 2.749 0.683 -0.071 -0.483
C -2.171 2.065 2.603 0.870 1.530 -0.336
O -1.199 1.400 2.904 -0.155 -0.436 0.017
O -1.840 3.324 2.056 0.345 -2.117 1.035
H -3.528 0.704 3.019 0.099 0.261 0.252
O -3.331 -2.618 2.931 -1.681 -5.554 0.193
C -3.949 -1.475 2.851 0.444 2.843 -2.104
O -4.796 -1.361 1.968 -1.814 -0.028 -0.252
O -3.420 -0.514 3.483 0.039 -0.233 0.983
H -4.060 -3.347 2.562 3.062 2.834 1.184
O 1.515 2.342 -4.160 2.049 0.794 -1.326
C 0.941 1.292 -3.497 2.266 0.059 1.395
O -0.274 1.317 -3.512 -1.085 -0.689 0.052
O 1.781 0.535 -2.879 -1.730 0.478 -0.570
H 2.524 2.300 -4.237 -2.119 -0.380 0.608
O 4.214 0.328 2.280 -0.258 -1.263 -2.790
C 2.972 0.795 2.425 -2.048 1.768 1.088
O 2.736 1.446 3.479 0.655 0.378 0.400
O 2.087 0.645 1.557 1.100 -0.795 -1.025
H 4.646 0.346 3.100 0.883 0.406 1.909
```
Positions in Å, forces in eV/Å.

Summary:
* net charge: +4
* frontier orbital gap: 8.2 eV
* calculated total energy: -4523.4405 a.u.

These are the Löwdin partial charges, in e, on atoms 1 to 99:
1 C -0.099
2 C -0.272
3 C -0.157
4 C -0.108
5 N -0.199
6 C -0.141
7 C -0.144
8 C -0.122
9 C -0.039
10 C -0.099
11 C -0.221
12 C -0.088
13 H 0.072
14 H 0.071
15 H 0.074
16 H 0.095
17 H 0.099
18 H 0.111
19 H 0.138
20 H 0.117
21 H 0.089
22 H 0.143
23 H 0.129
24 H 0.115
25 H 0.116
26 H 0.094
27 H 0.110
28 H 0.132
29 H 0.121
30 H 0.104
31 H 0.145
32 H 0.123
33 H 0.089
34 H 0.077
35 H 0.084
36 H 0.085
37 C -0.081
38 C -0.244
39 C -0.202
40 C -0.141
41 N -0.202
42 C -0.087
43 C -0.121
44 C -0.132
45 C -0.070
46 C -0.127
47 C -0.245
48 C -0.093
49 H 0.071
50 H 0.065
51 H 0.093
52 H 0.100
53 H 0.109
54 H 0.105
55 H 0.123
56 H 0.121
57 H 0.153
58 H 0.104
59 H 0.149
60 H 0.126
61 H 0.112
62 H 0.115
63 H 0.117
64 H 0.105
65 H 0.149
66 H 0.092
67 H 0.180
68 H 0.098
69 H 0.126
70 H 0.100
71 H 0.072
72 H 0.057
73 C -0.108
74 C -0.238
75 C -0.173
76 C -0.079
77 N -0.187
78 C -0.098
79 C -0.139
80 C -0.123
81 C -0.077
82 C -0.091
83 C -0.236
84 C -0.069
85 H 0.051
86 H 0.092
87 H 0.047
88 H 0.121
89 H 0.106
90 H 0.102
91 H 0.117
92 H 0.058
93 H 0.138
94 H 0.145
95 H 0.138
96 H 0.115
97 H 0.123
98 H 0.105
99 H 0.103